Computed, not measured: a molecular structure, C27H39O5Pb at a distorted geometry, with ωB97M-V/def2-TZVPD.

Energy above the lowest of the compared OMol25 structures with the same formula, charge and spin in kcal/mol: 0.0
HOMO energy in eV: -3.05
Multiplicity: 1
Gap between HOMO and LUMO in eV: 5.023
Calculated total energy in eV: -44114.1950
Total charge: -1

Atoms and positions in Å:
C (0.17423, -0.82969, -4.39505)
C (-0.19933, -1.44271, -3.03674)
C (0.09635, 0.68917, -4.23181)
C (-1.06066, 0.87071, -3.25210)
H (-0.05177, 1.13225, -5.22690)
H (1.05297, 1.02326, -3.81019)
C (-1.34313, -0.53714, -2.57986)
H (0.67506, -1.34361, -2.38053)
H (-0.47211, -2.50636, -3.11777)
C (-1.45464, -0.26737, -1.07942)
H (-2.28341, -0.94180, -2.98266)
H (-1.94940, 1.17290, -3.83025)
C (-0.85078, 1.79548, -1.99838)
C (1.56345, -1.24273, -4.91335)
C (-0.84168, -1.29163, -5.49233)
O (-1.21370, -0.55809, -6.40021)
O (2.45065, -1.65086, -4.16183)
O (1.74261, -1.08630, -6.22969)
O (-1.25901, -2.57771, -5.34914)
C (-0.64400, -3.69870, -6.01993)
H (-0.33133, -4.38210, -5.22700)
H (0.22878, -3.43299, -6.63624)
H (-1.38871, -4.19404, -6.65411)
C (3.02833, -1.48727, -6.70535)
H (3.86283, -1.03881, -6.14090)
H (3.04728, -1.16770, -7.74770)
H (3.09126, -2.58301, -6.63995)
O (-1.51403, 1.16996, -0.85584)
H (-0.54966, -0.59847, -0.52282)
H (-2.34456, -0.75836, -0.64043)
C (-1.46564, 3.16883, -2.25961)
C (0.61385, 1.94583, -1.58189)
H (1.17509, 2.55815, -2.29803)
H (1.10065, 0.96725, -1.46091)
H (0.66419, 2.44483, -0.60200)
H (-1.26982, 3.83505, -1.41032)
H (-2.54993, 3.10598, -2.42633)
H (-1.01413, 3.62745, -3.15328)
Pb (-0.10426, 0.16819, 2.48504)
C (-2.00740, -0.73249, 4.72636)
C (-2.54467, -0.53194, 3.42150)
C (-2.19679, -1.67476, 2.63244)
H (-3.04438, 0.35594, 3.06134)
C (-1.47331, -2.56548, 3.46273)
C (-1.36224, -1.98326, 4.74410)
H (-0.93849, -2.45228, 5.62023)
H (-2.08900, -0.07038, 5.57455)
H (-2.42208, -1.82329, 1.58683)
H (-1.11957, -3.55033, 3.18955)
C (2.40076, 0.08894, 3.79212)
C (1.95207, -0.86392, 4.74388)
C (1.76363, -2.08810, 4.07186)
H (1.83085, -0.71500, 5.80888)
C (2.07756, -1.91096, 2.70840)
C (2.46951, -0.55169, 2.51776)
H (2.71387, -0.07087, 1.57965)
H (2.63953, 1.11961, 3.99340)
H (1.50739, -3.02210, 4.55190)
H (2.00524, -2.67123, 1.94447)
C (1.20451, 2.46953, 5.86595)
C (-0.21387, 2.29397, 5.31422)
C (-0.98486, 3.62379, 5.40041)
C (-0.27581, 1.99810, 3.86103)
H (1.79756, 3.12804, 5.21847)
H (1.73669, 1.51794, 5.96035)
H (1.12159, 2.94823, 6.84996)
H (-0.71731, 1.46584, 5.86124)
H (-0.50355, 4.33801, 4.72276)
H (-2.01028, 3.47704, 5.04352)
H (-0.97336, 4.01631, 6.41857)
H (-1.30873, 1.99205, 3.46303)
H (0.55305, 2.38695, 3.25437)

Force components x, y, z for each atom (eV/Å):
C -0.28 -1.06 -1.29
C 0.52 0.19 -0.07
C 0.45 -0.18 0.02
C -0.66 -0.34 1.13
H 0.00 0.10 0.49
H -0.25 0.05 -0.14
C -0.12 0.48 -0.52
H -0.21 -0.09 -0.04
H 0.18 0.47 0.10
C 0.39 0.25 0.81
H 0.14 0.15 0.20
H 0.22 0.11 0.46
C 0.01 0.21 0.01
C 1.30 -0.76 2.04
C 0.14 1.44 -1.52
O 0.45 -1.67 1.74
O -1.50 0.68 -1.46
O -0.16 0.19 0.37
O -0.04 -0.02 -0.28
C 0.00 0.10 0.06
H 0.04 -0.02 -0.18
H -0.35 0.22 0.26
H 0.13 0.23 0.15
C 0.32 -0.29 -0.24
H -0.53 -0.13 -0.14
H 0.09 -0.08 0.13
H 0.18 0.33 -0.03
O -0.48 -0.56 -1.82
H -0.53 -0.28 -0.39
H 0.47 0.50 -0.04
C -0.02 0.16 0.23
C 0.17 0.08 0.10
H 0.01 -0.19 0.09
H -0.04 0.23 -0.13
H -0.15 -0.13 -0.32
H -0.14 -0.09 -0.13
H 0.28 -0.09 0.12
H -0.05 -0.20 0.22
Pb 0.15 -0.63 0.10
C -0.25 -0.58 -0.38
C 0.52 -0.22 0.20
C 0.07 -0.30 0.70
H -0.24 -0.01 0.03
C -0.51 0.29 -0.08
C -0.59 0.21 -0.19
H 0.20 0.07 -0.06
H -0.07 0.10 -0.06
H -0.10 -0.02 -0.04
H 0.12 0.10 -0.10
C -0.04 -0.57 0.11
C 0.51 0.08 -0.57
C 0.48 0.26 -0.29
H -0.09 0.09 -0.08
C 0.11 0.22 0.30
C -0.10 -0.34 0.56
H 0.24 -0.09 0.01
H 0.05 0.10 -0.05
H -0.20 0.03 -0.12
H 0.00 0.01 -0.07
C -0.27 -0.02 0.09
C -0.19 0.35 -0.14
C 0.03 -0.22 0.62
C 0.28 -1.99 -1.11
H -0.10 -0.03 0.05
H -0.16 0.23 0.02
H 0.23 -0.12 -0.04
H 0.16 0.68 -0.07
H -0.05 -0.01 0.20
H 0.11 0.12 0.23
H -0.23 0.26 0.15
H 0.48 1.08 0.02
H -0.53 0.88 0.06